One molecule with the formula C17H16BrNOS, computed with wB97M-V/def2-TZVPD.

Geometry as XYZ:
```
37
Properties=species:S:1:pos:R:3:forces:R:3:mulliken_charge:R:1
S 0.875 2.785 4.612 -0.097 -0.967 -0.684 -0.33
Br -2.288 0.050 -6.349 -0.074 -0.131 0.704 -0.20
O 0.103 0.527 3.535 1.512 2.390 -1.884 -0.35
C 0.764 1.724 3.321 0.169 1.365 0.799 0.05
C -1.528 -2.859 -3.479 0.074 1.148 0.484 -0.81
C -1.990 -2.201 -4.616 0.092 0.212 -0.158 -0.28
C -0.959 -2.145 -2.415 0.191 -0.081 -0.008 -0.38
C 0.241 1.346 -1.474 0.151 0.159 0.191 -1.04
C -1.393 -0.113 -3.592 0.168 0.031 -0.082 -0.27
C 0.765 2.026 -0.370 0.031 0.429 -0.394 -0.56
C -0.294 -0.484 -0.048 0.560 -0.349 1.065 -0.12
C -1.923 -0.819 -4.674 0.813 -0.050 0.473 -0.26
C -0.861 -0.736 -2.452 -0.474 -0.552 -0.391 0.58
C -0.269 0.063 -1.322 -0.570 -0.279 -0.640 0.62
C 0.772 1.482 0.914 -0.134 -1.334 -0.167 0.14
C 0.242 0.168 1.068 -0.196 0.519 0.436 0.04
N 1.285 2.128 2.057 -0.635 -1.050 1.406 0.14
C 2.137 3.346 1.920 0.191 -0.844 -0.331 -1.16
C 1.501 -1.280 2.768 -0.379 0.107 -0.464 -1.41
C -0.989 -1.337 2.731 -0.212 -0.331 -0.195 -1.85
C 0.228 -0.468 2.485 -0.106 -0.790 -0.256 1.58
H -1.616 -3.915 -3.381 0.046 -0.643 -0.155 0.40
H -2.331 -2.705 -5.504 -0.168 -0.420 0.088 0.40
H -0.545 -2.728 -1.573 -0.296 0.469 -0.523 0.29
H 0.235 1.847 -2.452 0.126 -0.299 0.506 0.32
H -1.345 0.954 -3.648 -0.043 0.509 -0.114 0.39
H 1.164 3.017 -0.568 -0.026 -0.082 0.274 0.41
H -0.684 -1.498 0.075 0.011 0.470 0.082 0.11
H 2.885 3.126 1.149 -0.343 -0.027 -0.131 0.42
H 1.551 4.208 1.615 -0.142 0.103 0.110 0.36
H 2.734 3.592 2.803 -0.719 -0.376 0.093 0.40
H 1.590 -2.087 2.032 0.046 0.171 0.072 0.31
H 2.337 -0.610 2.666 0.618 0.090 0.029 0.42
H 1.491 -1.721 3.767 -0.111 0.184 -0.041 0.36
H -1.889 -0.802 2.450 -0.208 0.013 -0.036 0.44
H -0.928 -2.266 2.162 -0.041 0.068 -0.054 0.38
H -1.066 -1.615 3.786 0.174 0.170 -0.104 0.44
```
Forces are in eV/Å.

structure (SMILES) = CN1C(=S)OC(C)(C)c2cc(-c3cccc(Br)c3)ccc21
frontier orbital gap = 8.297 eV
energy = -102304.0714 eV
LUMO energy = 0.18 eV